Record 1
{
  "formula": "C3H2O3",
  "method": "the ωB97M-V functional and the def2-TZVPD basis",
  "species": ["O", "C", "C", "O", "C", "O", "H", "H"],
  "coordinates": [[-2.28, 0.51, 0.97], [-1.18, 0.29, 1.05], [0.13, 0.38, -1.06], [-0.53, 1.12, -1.68], [0.95, -0.48, -0.45], [1.35, -0.32, 0.84], [0.51, -0.13, 1.33], [1.13, -1.43, -0.95]],
  "orbital_gap_ev": 8.972,
  "total_charge": 0,
  "spin_multiplicity": 1,
  "max_force_ev_per_a": 1.956,
  "homo_ev": -8.8,
  "molar_mass_g_mol": 86.05
}

***

Record 2
{
  "formula": "C18H30BF9NO7",
  "method": "the ωB97M-V functional and the def2-TZVPD basis",
  "species": ["C", "C", "O", "O", "C", "C", "B", "C", "C", "C", "N", "C", "C", "O", "C", "F", "F", "F", "H", "H", "H", "H", "H", "H", "H", "H", "H", "H", "H", "H", "H", "H", "H", "H", "H", "H", "H", "H", "C", "C", "O", "C", "O", "C", "F", "F", "F", "H", "H", "H", "H", "H", "C", "C", "O", "C", "O", "C", "F", "F", "F", "H", "H", "H", "H", "H"],
  "coordinates": [[1.96, 0.93, -0.39], [1.94, 1.99, -1.49], [2.90, 2.19, -2.12], [0.82, 2.71, -1.71], [-0.28, 1.82, -2.07], [-1.56, 2.56, -2.42], [-2.88, 1.57, -2.54], [-2.63, 0.49, -3.78], [-2.74, -1.02, -3.43], [-1.49, -1.61, -2.75], [-1.09, -2.90, -3.34], [-3.30, 0.89, -1.10], [-4.82, 0.61, -0.96], [-5.48, 0.34, -2.18], [-5.03, -0.47, 0.08], [-4.65, -0.07, 1.27], [-4.36, -1.58, -0.19], [-6.31, -0.86, 0.18], [2.67, 1.30, 0.35], [0.97, 0.85, 0.06], [2.28, -0.02, -0.80], [-0.52, 1.10, -1.28], [0.04, 1.25, -2.95], [-1.71, 3.38, -1.70], [-1.43, 3.00, -3.42], [-3.80, 2.29, -2.88], [-1.67, 0.66, -4.29], [-3.39, 0.68, -4.55], [-3.62, -1.28, -2.86], [-2.82, -1.56, -4.39], [-0.63, -0.93, -2.74], [-1.77, -1.79, -1.69], [-0.40, -3.32, -2.72], [-1.88, -3.52, -3.43], [-2.71, 0.01, -0.80], [-3.09, 1.66, -0.33], [-5.26, 1.52, -0.54], [-5.86, -0.54, -2.13], [7.95, -1.03, 1.67], [6.60, -0.35, 1.81], [5.64, -0.89, 0.89], [5.13, -2.08, 1.20], [5.40, -2.73, 2.18], [4.10, -2.50, 0.15], [4.58, -2.37, -1.10], [2.99, -1.74, 0.23], [3.73, -3.78, 0.30], [8.30, -0.96, 0.64], [8.68, -0.55, 2.32], [7.89, -2.08, 1.92], [6.69, 0.71, 1.56], [6.22, -0.41, 2.83], [-2.07, -0.08, 2.53], [-1.98, 1.11, 3.45], [-1.09, 0.86, 4.57], [0.21, 0.90, 4.31], [0.71, 1.13, 3.25], [1.01, 0.64, 5.59], [0.56, -0.44, 6.25], [0.91, 1.69, 6.44], [2.31, 0.45, 5.34], [-2.38, -0.97, 3.09], [-2.79, 0.11, 1.74], [-1.11, -0.30, 2.07], [-2.95, 1.32, 3.89], [-1.66, 2.01, 2.92]],
  "orbital_gap_ev": 7.447,
  "total_charge": -1,
  "spin_multiplicity": 1,
  "max_force_ev_per_a": 3.973,
  "homo_ev": -5.2,
  "molar_mass_g_mol": 554.23
}

***

Record 3
{
  "formula": "C5H6O2",
  "method": "the ωB97M-V functional and the def2-TZVPD basis",
  "species": ["C", "C", "C", "O", "O", "C", "C", "H", "H", "H", "H", "H", "H"],
  "coordinates": [[0.65, 0.88, 0.76], [-0.26, -1.45, 0.08], [0.15, 0.10, -0.44], [0.09, -2.12, 1.19], [1.02, 0.07, -1.52], [-1.31, -0.79, -0.37], [-1.37, 0.45, -0.86], [-0.52, -1.94, 1.92], [0.90, 0.88, -2.03], [1.55, 0.41, 1.16], [-0.12, 0.92, 1.53], [0.89, 1.90, 0.46], [-1.67, 0.68, -1.88]],
  "orbital_gap_ev": 8.199,
  "total_charge": 0,
  "spin_multiplicity": 1,
  "max_force_ev_per_a": 0.883,
  "homo_ev": -7.9,
  "molar_mass_g_mol": 98.10
}

***

Record 4
{
  "formula": "C4H10N2",
  "method": "the ωB97M-V functional and the def2-TZVPD basis",
  "species": ["C", "C", "C", "C", "N", "N", "H", "H", "H", "H", "H", "H", "H", "H", "H", "H"],
  "coordinates": [[1.20, 0.59, -1.23], [0.21, -0.51, -0.71], [0.22, -0.55, 0.82], [-1.00, -0.64, 1.44], [-1.44, 0.05, 2.62], [0.77, 0.80, -2.58], [2.25, 0.34, -1.21], [0.91, 1.54, -0.89], [-0.82, -0.24, -1.06], [0.41, -1.56, -1.12], [1.20, -0.49, 1.31], [-1.83, -0.92, 0.80], [-1.03, 0.96, 3.07], [-2.35, -0.01, 3.00], [0.76, -0.21, -3.00], [1.48, 1.30, -3.14]],
  "smiles": "N/C=C/CCN",
  "orbital_gap_ev": 8.831,
  "total_charge": 0,
  "spin_multiplicity": 1,
  "max_force_ev_per_a": 4.739,
  "homo_ev": -7.7,
  "molar_mass_g_mol": 86.14
}

***

Record 5
{
  "formula": "C29H19BrI2MoN3O7",
  "method": "the ωB97M-V functional and the def2-TZVPD basis",
  "species": ["Mo", "O", "C", "O", "C", "O", "C", "C", "O", "O", "H", "H", "H", "H", "H", "Br", "C", "C", "C", "C", "O", "C", "C", "N", "C", "C", "C", "C", "C", "C", "C", "C", "N", "C", "C", "H", "H", "H", "H", "H", "H", "H", "H", "H", "H", "I", "C", "C", "C", "I", "C", "C", "C", "C", "N", "C", "C", "O", "H", "H", "H", "H"],
  "coordinates": [[0.37, -0.26, 0.07], [-4.85, -0.30, 1.12], [-3.59, -0.42, 0.69], [-3.18, 0.04, -0.34], [-2.78, -1.23, 1.68], [-1.51, -1.60, 1.19], [-1.55, -2.77, 0.35], [-1.21, -2.44, -1.10], [-1.42, -3.23, -1.98], [-0.65, -1.25, -1.27], [-5.36, 0.20, 0.46], [-3.35, -2.11, 1.98], [-2.64, -0.62, 2.58], [-2.53, -3.24, 0.38], [-0.80, -3.48, 0.72], [1.38, 0.41, -7.18], [1.48, 0.27, -5.30], [2.49, -0.50, -4.71], [2.58, -0.60, -3.34], [1.66, 0.04, -2.52], [1.80, -0.07, -1.20], [0.64, 0.82, -3.11], [-0.29, 1.58, -2.33], [-0.46, 1.47, -1.05], [-1.32, 2.34, -0.36], [-2.08, 3.37, -0.87], [-2.87, 4.16, -0.01], [-2.91, 3.94, 1.33], [-2.13, 2.90, 1.89], [-2.08, 2.61, 3.28], [-1.29, 1.59, 3.73], [-0.57, 0.82, 2.80], [-0.62, 1.05, 1.50], [-1.36, 2.10, 1.03], [0.58, 0.94, -4.51], [3.20, -1.02, -5.34], [3.36, -1.20, -2.88], [-0.87, 2.31, -2.88], [-2.08, 3.60, -1.92], [-3.46, 4.96, -0.44], [-3.51, 4.56, 1.98], [-2.65, 3.21, 3.97], [-1.22, 1.35, 4.78], [0.04, -0.02, 3.12], [-0.19, 1.55, -4.96], [2.30, -4.88, 1.24], [3.07, -3.01, 1.70], [4.33, -2.87, 2.32], [4.84, -1.64, 2.63], [6.72, -1.54, 3.54], [4.11, -0.46, 2.33], [4.53, 0.86, 2.58], [3.72, 1.91, 2.22], [2.49, 1.66, 1.60], [2.07, 0.44, 1.36], [2.86, -0.62, 1.71], [2.33, -1.89, 1.39], [1.13, -1.92, 0.82], [4.89, -3.76, 2.55], [5.49, 1.04, 3.05], [4.03, 2.93, 2.40], [1.84, 2.47, 1.30]],
  "orbital_gap_ev": [6.295, 6.528],
  "total_charge": 1,
  "spin_multiplicity": 3,
  "max_force_ev_per_a": 0.449,
  "homo_ev": [-10.4, -10.6],
  "s_squared": 2.01,
  "molar_mass_g_mol": 951.14
}